This record from the OMol25 dataset describes a gas-phase ion, C11H24N3O (charge +1) at a distorted geometry. The level of theory is wB97M-V/def2-TZVPD.

Each line ends with the Mulliken charge.
Atoms and positions in Å:
C1 -3.51458 2.37933 -0.51568  -1.053
N1 -3.46375 0.96024 -0.09301  -0.216
C2 -2.35182 0.19568 -0.08888  0.580
N2 -2.43346 -1.14292 -0.11934  -0.050
C3 -3.60030 -1.86599 0.05834  -1.115
N3 -1.17545 0.81351 -0.15491  -0.031
C4 0.05629 0.14768 -0.55590  -0.554
C5 1.23871 1.12452 -0.80785  -1.463
C6 2.11444 -0.04829 -0.33269  1.174
C7 2.79677 -0.89517 -1.46559  -1.680
O1 3.08246 0.24347 0.69575  -0.351
C8 4.10853 1.16464 0.34392  -0.801
C9 0.92449 -0.68541 0.46439  0.914
C10 0.82827 -2.19214 0.62615  -1.708
C11 0.81888 0.03761 1.86514  -1.406
H1 -2.95234 2.97797 0.21018  0.392
H2 -2.94209 2.46964 -1.46222  0.374
H3 -4.55145 2.63811 -0.34310  0.326
H4 -4.25800 0.64446 0.41827  0.232
H5 -1.63191 -1.63448 0.31650  0.057
H6 -4.13233 -1.54738 0.96830  0.311
H7 -4.29124 -1.65764 -0.72836  0.428
H8 -3.09553 -2.89576 -0.19360  0.370
H9 -1.36300 1.88745 -0.15576  0.334
H10 -0.08504 -0.51411 -1.38446  0.607
H11 1.31023 1.64953 -1.75649  0.384
H12 1.27342 1.83572 0.04829  0.409
H13 3.37791 -1.70212 -1.05554  0.394
H14 3.61856 -0.17358 -1.86506  0.367
H15 2.20138 -1.16469 -2.27902  0.447
H16 4.71348 0.92017 -0.59648  0.258
H17 4.74544 1.21223 1.19124  0.337
H18 3.80559 2.12085 0.00882  0.352
H19 1.73789 -2.67014 1.18033  0.382
H20 0.78387 -2.75857 -0.32462  0.313
H21 -0.21604 -2.29221 1.13648  0.612
H22 1.37490 -0.59853 2.65689  0.329
H23 -0.21991 -0.01139 2.13865  0.403
H24 1.36671 1.02774 1.95093  0.341

The calculation puts the highest occupied orbital energy at -12.39 eV. For the energy above the lowest of the compared OMol25 structures with the same formula, charge and spin, the calculation gives 134.4 kJ/mol. As for the SMILES: CNC(NC)=[NH+][C@H]1C[C@@](C)(OC)C1(C)C. The maximum force is 4.13 eV/Å. Its electronic energy is -18305.609 eV. For the LUMO energy, the calculation gives -2.6 eV. The HOMO-LUMO gap is 9.834 eV. As for the total charge: +1.

***

This record from the OMol25 dataset describes a molecular structure, C4H7NO2 at a distorted geometry. The level of theory is wB97M-V/def2-TZVPD.

Each line ends with the Mulliken charge.
Atoms and positions in Å:
C1 0.82670 -0.49590 -1.30825  -1.395
C2 -0.91076 -0.29877 0.45465  0.254
C3 0.41786 0.05194 0.04544  0.656
N1 1.53142 0.37366 0.83850  -0.526
C4 -1.13047 1.11615 0.59670  0.058
O1 -1.78158 -1.18674 -0.08150  -0.470
O2 -2.12245 1.79547 0.33053  -0.622
H1 -2.64687 -0.73870 -0.14725  0.357
H2 1.32188 0.52446 1.81856  0.257
H3 2.31450 -0.26563 0.73197  0.264
H4 -0.66271 1.05467 1.68204  0.086
H5 1.47535 0.21875 -1.81996  0.367
H6 1.39203 -1.42611 -1.18913  0.375
H7 -0.02489 -0.72325 -1.95230  0.341

The calculation puts the highest occupied orbital energy at -8.19 eV. For the energy above the lowest of the compared OMol25 structures with the same formula, charge and spin, the calculation gives 438.4 kJ/mol. The maximum force is 5.22 eV/Å. Its electronic energy is -9842.736 eV. For the LUMO energy, the calculation gives 0.3 eV. The HOMO-LUMO gap is 8.505 eV.

***

This record from the OMol25 dataset describes a molecular structure, C20H19ClFeIN4O4S at a distorted geometry. The level of theory is wB97M-V/def2-TZVPD.

Each line ends with the Mulliken charge.
Atoms and positions in Å:
Fe1 -0.18878 0.40403 -0.29452  -0.270
C1 -0.90063 0.53946 5.43233  -0.896
C2 0.26368 1.19556 4.70225  -0.243
N1 -0.20821 2.08782 3.65155  -0.277
C3 -0.55755 1.53192 2.44077  0.269
S1 -0.00357 2.37974 1.00795  -0.621
N2 -1.24833 0.45191 2.38537  -0.482
N3 -1.47564 -0.10118 1.18880  0.198
C4 -2.05332 -1.30975 1.19328  0.898
C5 -2.32145 -1.95610 2.51625  -1.556
C6 -2.28242 -1.93473 -0.04352  0.373
C7 -3.07498 -3.09925 -0.22131  -0.949
C8 -3.13642 -3.70024 -1.44577  -0.422
C9 -2.42107 -3.15186 -2.52072  -0.861
C10 -1.73095 -1.97454 -2.29219  -0.220
N4 -1.67392 -1.36653 -1.12766  0.318
H1 -0.51601 -0.15922 6.17135  0.349
H2 -1.50394 1.29290 5.93233  0.318
H3 -1.51995 0.00718 4.71790  0.053
H4 0.84694 1.80146 5.40337  0.444
H5 0.90961 0.41256 4.27945  0.116
H6 0.37953 2.89830 3.50801  0.303
H7 -1.37714 -2.00863 3.06029  0.277
H8 -3.00984 -1.34323 3.09703  0.315
H9 -2.70819 -2.96156 2.39934  0.454
H10 -3.63969 -3.49520 0.61039  0.334
H11 -3.73330 -4.58962 -1.58872  0.410
H12 -2.41456 -3.62500 -3.49009  0.398
H13 -1.19800 -1.48981 -3.09858  0.448
I1 -1.61654 1.62712 -2.33710  -0.026
C11 0.28168 1.94403 -3.30234  0.132
C12 0.31947 2.39864 -4.59409  -0.608
C13 1.55713 2.70953 -5.17051  -0.498
C14 2.70576 2.60302 -4.43309  -0.880
C15 2.68079 2.12296 -3.10778  0.977
C16 3.84945 2.00418 -2.33478  -0.824
C17 3.79718 1.46770 -1.07476  -1.035
C18 2.57930 1.03741 -0.53949  0.530
C19 1.39797 1.17137 -1.23462  -0.498
C20 1.43424 1.74257 -2.52356  0.875
H14 -0.59203 2.51335 -5.15800  0.390
H15 1.59021 3.05281 -6.19475  0.373
H16 3.65994 2.86183 -4.87070  0.344
H17 4.78855 2.33104 -2.76212  0.325
H18 4.69531 1.37122 -0.48198  0.394
H19 2.57587 0.58349 0.44220  0.407
O1 0.57994 -3.20652 0.75896  -0.709
Cl1 1.36010 -2.07336 0.42373  1.830
O2 2.74198 -2.39460 0.45299  -0.725
O3 1.10108 -1.00742 1.35164  -0.666
O4 1.01076 -1.59679 -0.88477  -0.584

The calculation puts the highest occupied orbital energy (alpha / beta) at -3.51 / -4.33 eV. Its expectation value of S² is 6.032. The maximum force is 4.17 eV/Å. Its electronic energy is -101038.678 eV. For the LUMO energy (alpha / beta), the calculation gives 2.2 / 2.2 eV. The HOMO-LUMO gap (alpha / beta) is 5.694 / 6.526 eV. As for the total charge: -1. The spin multiplicity is 5.

***

This record from the OMol25 dataset describes 9 unconnected molecules or ions with the total composition BH20O8 at a distorted geometry. The level of theory is wB97M-V/def2-TZVPD.

Each line ends with the Mulliken charge.
Atoms and positions in Å:
B1 0.20992 0.78344 -0.08718  0.506
H1 1.17598 0.08286 -0.36408  -0.440
H2 0.57380 1.98859 0.00038  -0.171
H3 -0.55673 0.93292 -0.95528  -0.262
H4 -0.33846 0.61989 1.05221  -0.247
O1 1.32905 2.13355 3.13052  -0.653
H5 1.51990 1.91584 2.22542  0.337
H6 0.54793 2.55744 2.95559  0.292
O2 -0.27572 -2.47643 1.71464  -0.613
H7 -0.32351 -1.69160 1.08351  0.226
H8 -1.12506 -2.78523 1.55622  0.244
O3 -2.30996 3.21003 0.52521  -0.641
H9 -1.90731 2.40072 0.36410  0.321
H10 -1.83180 3.35195 1.33878  0.314
O4 3.81716 -1.47197 -1.30738  -0.653
H11 3.94499 -1.79068 -2.14148  0.255
H12 2.79441 -1.47637 -1.19714  0.394
O5 -2.05200 -1.43165 -2.24626  -0.597
H13 -1.89112 -0.77460 -1.68524  0.255
H14 -3.02289 -1.15608 -2.35870  0.298
O6 1.94985 2.18764 -2.50081  -0.659
H15 1.54305 1.80588 -1.74419  0.264
H16 2.69580 1.67253 -2.45270  0.287
O7 -3.18515 -0.77339 2.96157  -0.640
H17 -3.29078 -1.83301 2.93897  0.314
H18 -2.92444 -0.30660 2.19563  0.324
O8 1.34629 -2.57630 -1.43239  -0.700
H19 0.88726 -3.23833 -2.15359  0.319
H20 0.69956 -1.86104 -1.41631  0.327

The calculation puts the highest occupied orbital energy at -6.21 eV. For the energy above the lowest of the compared OMol25 structures with the same formula, charge and spin, the calculation gives 261.1 kJ/mol. The maximum force is 6.60 eV/Å. Its electronic energy is -17379.849 eV. For the LUMO energy, the calculation gives 2.6 eV. The HOMO-LUMO gap is 8.813 eV. As for the total charge: -1.

***

Q: Look up the electronic energy of the third one.
A: -101038.678 eV

***

Please write out number 1 again, unchanged.
This record from the OMol25 dataset describes a gas-phase ion, C11H24N3O (charge +1) at a distorted geometry. The level of theory is wB97M-V/def2-TZVPD.

Each line ends with the Mulliken charge.
Atoms and positions in Å:
C1 -3.51458 2.37933 -0.51568  -1.053
N1 -3.46375 0.96024 -0.09301  -0.216
C2 -2.35182 0.19568 -0.08888  0.580
N2 -2.43346 -1.14292 -0.11934  -0.050
C3 -3.60030 -1.86599 0.05834  -1.115
N3 -1.17545 0.81351 -0.15491  -0.031
C4 0.05629 0.14768 -0.55590  -0.554
C5 1.23871 1.12452 -0.80785  -1.463
C6 2.11444 -0.04829 -0.33269  1.174
C7 2.79677 -0.89517 -1.46559  -1.680
O1 3.08246 0.24347 0.69575  -0.351
C8 4.10853 1.16464 0.34392  -0.801
C9 0.92449 -0.68541 0.46439  0.914
C10 0.82827 -2.19214 0.62615  -1.708
C11 0.81888 0.03761 1.86514  -1.406
H1 -2.95234 2.97797 0.21018  0.392
H2 -2.94209 2.46964 -1.46222  0.374
H3 -4.55145 2.63811 -0.34310  0.326
H4 -4.25800 0.64446 0.41827  0.232
H5 -1.63191 -1.63448 0.31650  0.057
H6 -4.13233 -1.54738 0.96830  0.311
H7 -4.29124 -1.65764 -0.72836  0.428
H8 -3.09553 -2.89576 -0.19360  0.370
H9 -1.36300 1.88745 -0.15576  0.334
H10 -0.08504 -0.51411 -1.38446  0.607
H11 1.31023 1.64953 -1.75649  0.384
H12 1.27342 1.83572 0.04829  0.409
H13 3.37791 -1.70212 -1.05554  0.394
H14 3.61856 -0.17358 -1.86506  0.367
H15 2.20138 -1.16469 -2.27902  0.447
H16 4.71348 0.92017 -0.59648  0.258
H17 4.74544 1.21223 1.19124  0.337
H18 3.80559 2.12085 0.00882  0.352
H19 1.73789 -2.67014 1.18033  0.382
H20 0.78387 -2.75857 -0.32462  0.313
H21 -0.21604 -2.29221 1.13648  0.612
H22 1.37490 -0.59853 2.65689  0.329
H23 -0.21991 -0.01139 2.13865  0.403
H24 1.36671 1.02774 1.95093  0.341

The calculation puts the highest occupied orbital energy at -12.39 eV. For the energy above the lowest of the compared OMol25 structures with the same formula, charge and spin, the calculation gives 134.4 kJ/mol. As for the SMILES: CNC(NC)=[NH+][C@H]1C[C@@](C)(OC)C1(C)C. The maximum force is 4.13 eV/Å. Its electronic energy is -18305.609 eV. For the LUMO energy, the calculation gives -2.6 eV. The HOMO-LUMO gap is 9.834 eV. As for the total charge: +1.

***

Q: Look up the maximum force of the third one.
A: 4.17 eV/Å